Computed, not measured: C16H28BrCuN4 as an isolated structure in a non-equilibrium geometry, with ωB97M-V/def2-TZVPD.

Positions of all 50 atoms, in Å:
Cu (1.15, -2.03, 0.39)
Br (3.28, -5.84, -0.09)
C (-0.83, 5.16, -3.29)
C (0.53, 5.33, -2.63)
C (1.56, 4.24, -3.04)
C (1.26, 2.82, -3.00)
N (1.04, 1.68, -2.97)
H (-1.24, 4.17, -3.08)
H (-0.68, 5.26, -4.36)
H (-1.50, 5.94, -2.92)
H (0.44, 5.48, -1.56)
H (0.94, 6.27, -3.00)
H (2.47, 4.41, -2.46)
H (1.81, 4.34, -4.10)
C (-5.39, -3.89, 4.53)
C (-4.77, -4.90, 5.46)
C (-3.40, -5.41, 5.03)
C (-2.37, -4.36, 4.83)
N (-1.58, -3.53, 4.63)
H (-4.74, -3.05, 4.29)
H (-6.24, -3.50, 5.10)
H (-5.80, -4.38, 3.65)
H (-5.42, -5.76, 5.62)
H (-4.65, -4.49, 6.47)
H (-3.48, -5.90, 4.06)
H (-2.98, -6.02, 5.83)
C (-3.67, -3.37, -5.98)
C (-4.73, -2.54, -5.22)
C (-4.22, -1.73, -4.02)
C (-3.50, -2.51, -3.07)
N (-2.95, -3.15, -2.27)
H (-4.26, -3.99, -6.65)
H (-3.10, -3.91, -5.22)
H (-2.94, -2.78, -6.53)
H (-5.44, -3.28, -4.84)
H (-5.26, -1.86, -5.88)
H (-5.06, -1.24, -3.51)
H (-3.66, -0.84, -4.30)
C (8.37, 3.17, 3.97)
C (7.51, 4.04, 3.04)
C (7.12, 3.24, 1.75)
C (5.95, 2.33, 1.94)
N (5.09, 1.58, 2.10)
H (7.83, 2.40, 4.50)
H (8.86, 3.76, 4.75)
H (9.17, 2.62, 3.47)
H (8.10, 4.90, 2.73)
H (6.67, 4.53, 3.52)
H (7.90, 2.61, 1.33)
H (6.83, 3.99, 1.01)

Max |F| (eV Å⁻¹): 3.43
E_LUMO (eV): -2.83
Charge: 0
HOMO (eV): -6.941
Orbital gap (eV): 4.11
ΔE to the lowest compared entry with this formula, charge and spin (eV): 0.000
Molecular weight (g mol⁻¹): 419.9

These are the Löwdin partial charges, in e, on atoms 1 to 8: atom 1 (Cu): 0.705, atom 2 (Br): -0.720, atom 3 (C): -0.112, atom 4 (C): -0.251, atom 5 (C): -0.191, atom 6 (C): -0.239, atom 7 (N): 0.128, atom 8 (H): 0.071

***

Computed, not measured: C16H28BrN4Pd as an isolated structure in a non-equilibrium geometry, with ωB97M-V/def2-TZVPD.

Positions of all 50 atoms, in Å:
Pd (-37.10, -26.70, 0.52)
Br (-36.80, -27.51, -1.98)
C (-35.03, -24.34, -3.27)
C (-35.26, -22.88, -2.90)
C (-36.51, -22.71, -1.97)
C (-36.54, -23.70, -0.88)
N (-36.61, -24.45, -0.02)
H (-35.36, -25.02, -2.49)
H (-34.02, -24.60, -3.62)
H (-35.60, -24.58, -4.18)
H (-35.42, -22.33, -3.82)
H (-34.46, -22.47, -2.28)
H (-37.49, -22.78, -2.44)
H (-36.45, -21.74, -1.47)
C (-35.48, -27.16, 5.34)
C (-36.74, -26.64, 6.03)
C (-37.45, -25.46, 5.33)
C (-37.42, -25.63, 3.87)
N (-37.40, -25.75, 2.74)
H (-35.75, -27.71, 4.44)
H (-35.00, -27.90, 5.98)
H (-34.83, -26.32, 5.11)
H (-36.45, -26.33, 7.03)
H (-37.46, -27.45, 6.16)
H (-36.76, -24.62, 5.46)
H (-38.44, -25.24, 5.72)
C (-41.62, -24.52, -1.90)
C (-42.41, -25.14, -0.75)
C (-41.64, -25.31, 0.59)
C (-40.35, -25.91, 0.34)
N (-39.33, -26.40, 0.14)
H (-41.00, -23.68, -1.58)
H (-42.34, -24.12, -2.62)
H (-41.02, -25.29, -2.38)
H (-42.81, -26.11, -1.05)
H (-43.34, -24.59, -0.61)
H (-42.21, -25.91, 1.29)
H (-41.54, -24.29, 0.97)
C (-32.57, -26.11, -1.39)
C (-31.69, -26.74, -0.30)
C (-32.33, -26.60, 1.12)
C (-33.79, -26.76, 1.07)
N (-34.93, -26.85, 1.07)
H (-33.59, -26.49, -1.45)
H (-32.12, -26.13, -2.38)
H (-32.71, -25.07, -1.07)
H (-30.68, -26.35, -0.22)
H (-31.63, -27.82, -0.46)
H (-32.15, -25.62, 1.56)
H (-31.95, -27.42, 1.72)

Max |F| (eV Å⁻¹): 1.93
E_LUMO (spin up / spin down) (eV): -1.93 / -4.88
Charge: +1
<S²>: 2.007
2S+1: 3
HOMO (spin up / spin down) (eV): -11.713 / -11.540
Orbital gap (spin up / spin down) (eV): 9.78 / 6.66
Molecular weight (g mol⁻¹): 462.8

These are the Löwdin partial charges, in e, on atoms 1 to 8: atom 1 (Pd): 0.621, atom 2 (Br): -0.143, atom 3 (C): -0.124, atom 4 (C): -0.213, atom 5 (C): -0.144, atom 6 (C): -0.182, atom 7 (N): 0.127, atom 8 (H): -0.015

***

Computed, not measured: C16H28F5N3O3PPdS3SeSi as an isolated structure in a non-equilibrium geometry, with ωB97M-V/def2-TZVPD.

Positions of all 62 atoms, in Å:
Pd (0.57, -0.27, -0.71)
N (-1.10, -0.85, 1.55)
N (-0.80, -2.11, 2.03)
C (0.11, -2.92, 1.45)
N (0.25, -4.12, 2.04)
S (1.01, -2.57, 0.07)
H (-1.12, -0.18, 2.31)
H (-2.00, -0.84, 1.07)
H (-1.38, -2.49, 2.77)
H (-0.22, -4.36, 2.90)
H (0.92, -4.76, 1.66)
C (2.34, -1.43, -4.00)
C (1.07, -1.62, -4.79)
C (0.34, -2.90, -4.43)
O (0.18, -0.45, -4.68)
P (-0.36, 0.36, -3.45)
S (1.00, 1.33, -2.32)
S (-1.24, -0.83, -2.08)
O (-1.28, 1.43, -4.11)
C (-2.27, 1.26, -5.19)
C (-3.08, -0.01, -5.01)
C (-1.58, 1.36, -6.53)
H (3.01, -2.27, -4.22)
H (2.15, -1.43, -2.92)
H (2.85, -0.51, -4.26)
H (1.29, -1.61, -5.85)
H (0.16, -2.98, -3.36)
H (0.96, -3.74, -4.75)
H (-0.62, -2.97, -4.96)
H (-2.91, 2.13, -5.04)
H (-2.45, -0.89, -5.12)
H (-3.85, -0.05, -5.78)
H (-3.56, -0.03, -4.04)
H (-1.02, 0.45, -6.77)
H (-0.90, 2.21, -6.55)
H (-2.33, 1.51, -7.31)
C (-1.38, 2.36, 2.97)
Si (0.06, 3.32, 2.25)
C (-0.51, 4.58, 1.02)
C (1.10, 4.04, 3.60)
O (0.94, 2.23, 1.32)
H (-2.09, 3.04, 3.45)
H (-1.06, 1.65, 3.73)
H (-1.93, 1.85, 2.17)
H (-0.91, 5.47, 1.51)
H (-1.28, 4.18, 0.36)
H (0.33, 4.90, 0.39)
H (0.47, 4.65, 4.25)
H (1.90, 4.68, 3.21)
H (1.56, 3.27, 4.23)
F (6.60, 3.26, -1.74)
C (5.57, 2.72, -1.10)
C (5.06, 1.50, -1.50)
F (5.61, 0.86, -2.53)
C (3.99, 0.96, -0.83)
F (3.54, -0.24, -1.21)
C (3.40, 1.61, 0.25)
Se (1.87, 0.82, 1.09)
C (3.96, 2.81, 0.67)
F (3.49, 3.44, 1.75)
C (5.02, 3.37, 0.00)
F (5.53, 4.53, 0.41)

Max |F| (eV Å⁻¹): 1.07
E_LUMO (eV): -3.57
Charge: +1
HOMO (eV): -11.229
Orbital gap (eV): 7.66
ΔE to the lowest compared entry with this formula, charge and spin (eV): 0.000
Molecular weight (g mol⁻¹): 746.0

These are the Löwdin partial charges, in e, on atoms 1 to 8: atom 1 (Pd): 0.042, atom 2 (N): 0.023, atom 3 (N): -0.073, atom 4 (C): -0.821, atom 5 (N): 0.103, atom 6 (S): 0.657, atom 7 (H): 0.062, atom 8 (H): 0.094